{
  "formula": "C3H5N2",
  "method": "wB97M-V/def2-TZVPD",
  "symbols": ["C", "N", "H", "N", "H", "H", "C", "C", "H", "H"],
  "coordinates": [[-0.131330, -0.770780, 0.344068], [-0.306314, -0.127139, -1.035625], [-0.301250, -0.567624, -1.917955], [0.296520, 1.161905, 0.714448], [-0.965890, 0.586388, 2.158108], [-0.141024, -1.867377, 0.326578], [0.843217, 0.201211, -0.154953], [-0.541728, 0.322511, 1.209790], [-1.008252, 0.534941, -0.987300], [2.256052, 0.525966, -0.657160]],
  "forces_ev_per_a": [[0.7165, -3.7084, -1.8082], [0.6216, -0.3101, 0.7563], [0.6120, -1.3572, -1.1292], [-0.5890, 2.5076, 1.3781], [-1.3321, -0.6718, 0.1109], [-0.0639, 0.5560, 0.3627], [5.1873, 0.5149, -2.9553], [1.3581, 2.0793, 1.9316], [-1.8460, 2.0757, -0.2232], [-4.6645, -1.6860, 1.5764]],
  "nbo_charge": [-0.11, -0.52, 0.46, -0.35, 0.27, 0.28, 0.11, 0.08, 0.43, 0.35],
  "relative_energy_kj_mol": 647.6,
  "energy_ev": -6159.1801,
  "charge": 1,
  "lumo_energy_ha": -0.1935
}

{
  "formula": "C2H11O4",
  "method": "wB97M-V/def2-TZVPD",
  "symbols": ["O", "H", "O", "H", "H", "H", "H", "H", "H", "H", "O", "H", "O", "H", "H", "C", "C"],
  "coordinates": [[-0.726562, 2.930405, 0.548604], [0.451285, -1.964096, -0.133416], [2.569887, -0.511226, -1.385202], [-1.464727, -0.144843, 1.256370], [-1.214180, -1.696054, 2.290525], [0.927148, -1.594341, 1.381681], [-0.491770, 0.576930, -0.815879], [1.721002, -0.071581, -0.783004], [-0.248927, 3.569675, 1.037469], [0.068450, 2.312912, 0.209316], [-1.022240, 0.539178, -1.675878], [-1.868663, -1.904342, 0.468525], [0.564582, 0.031063, 0.218483], [-0.467899, 1.117785, -2.203327], [2.138365, -0.709658, -2.264710], [0.234023, -1.246757, 0.613861], [-1.169779, -1.235058, 1.236589]],
  "forces_ev_per_a": [[2.1270, -2.6615, -1.9232], [-0.6151, -0.9775, -1.4413], [-2.2300, 0.8440, -0.5991], [-0.0850, -1.3778, 0.0205], [-0.0261, 0.6375, -1.5634], [0.4034, 0.0387, 0.6907], [-0.1051, -1.1234, -0.0232], [1.2594, -1.4687, -0.5279], [0.6468, 1.1342, 0.9040], [-2.8087, 1.3979, 1.2312], [-0.0820, 0.6410, -0.1242], [1.1820, 1.9233, 2.2145], [0.9078, 1.0901, -0.4508], [-0.1215, 0.0767, -0.4810], [0.6817, 0.3382, 1.5543], [0.5346, 1.2338, 1.7345], [-1.6692, -1.7464, -1.2157]],
  "nbo_charge": [-0.95, 0.14, -1.07, 0.24, 0.18, 0.11, 0.49, 0.51, 0.44, 0.50, -1.01, 0.18, -0.94, 0.44, 0.44, -0.05, -0.64],
  "relative_energy_kj_mol": 160.8,
  "energy_ev": -10442.2221,
  "charge": -1,
  "lumo_energy_ha": 0.1420
}

Going through the records in order, we get highest occupied orbital energy values of -15.85; -4.00 eV.